{"formula": "C40H67Br14Cl2FN2O5", "method": "the ωB97M-V functional and the def2-TZVPD basis", "symbols": ["C", "C", "C", "C", "C", "C", "C", "O", "C", "C", "C", "C", "C", "Cl", "C", "F", "C", "C", "C", "C", "C", "C", "Cl", "C", "O", "N", "O", "C", "C", "N", "C", "C", "C", "O", "C", "O", "H", "H", "H", "H", "H", "H", "H", "H", "H", "H", "H", "H", "H", "H", "H", "H", "H", "H", "H", "H", "H", "H", "H", "H", "H", "H", "H", "H", "H", "H", "H", "H", "H", "H", "H", "H", "H", "H", "H", "Br", "C", "C", "Br", "H", "H", "H", "H", "Br", "C", "C", "Br", "H", "H", "H", "H", "Br", "C", "C", "Br", "H", "H", "H", "H", "Br", "C", "C", "Br", "H", "H", "H", "H", "Br", "C", "C", "Br", "H", "H", "H", "H", "Br", "C", "C", "Br", "H", "H", "H", "H", "Br", "C", "C", "Br", "H", "H", "H", "H"], "coordinates": [[3.31971, 3.46068, 3.21149], [4.39348, 3.26168, 2.00032], [4.99670, 1.77582, 1.93033], [3.64873, 3.75492, 0.66313], [2.66087, 2.58923, 0.12342], [3.42831, 1.84357, -1.07922], [1.24230, 3.22718, -0.27783], [0.66789, 2.67914, -1.49927], [-0.62521, 2.13235, -1.29060], [-0.74733, 0.57450, -1.48167], [0.52230, -0.35845, -1.84654], [0.90656, -1.36840, -0.62708], [2.29343, -2.16838, -0.92089], [1.05967, -0.51626, 0.99386], [-2.11678, -0.17835, -1.32192], [-2.22228, -1.59614, -1.49636], [-3.36102, 0.66527, -0.97014], [-3.21373, 2.20492, -0.74872], [-1.86881, 3.00144, -0.89439], [-1.79550, 4.57541, -0.64315], [-1.60396, 5.46472, -1.96837], [-0.14598, 6.15600, -1.93536], [-2.82404, 6.87290, -1.80893], [-4.67375, 2.72296, -0.39690], [-5.10601, 3.89837, -0.28596], [-5.51721, 1.49512, -0.23374], [-5.74999, 1.47143, 1.11813], [-7.04647, 2.02633, 1.45408], [-7.09814, 2.05619, 3.08235], [-6.84675, 0.66516, 3.55062], [-5.94362, 0.59562, 4.73879], [-4.59943, -0.19518, 4.27887], [-3.32145, 0.79723, 4.15354], [-4.80638, -0.88044, 3.02112], [-4.88922, 0.25430, -0.77609], [-5.44968, -0.83781, -1.05531], [3.87962, 3.17493, 4.16877], [3.02208, 4.56271, 3.30000], [2.42109, 2.76271, 3.12398], [5.28110, 3.96017, 2.25675], [4.16776, 1.02756, 2.23581], [5.33179, 1.46819, 0.88364], [5.88141, 1.68391, 2.65272], [3.04420, 4.71435, 0.89136], [4.39832, 4.05930, -0.15973], [2.44458, 1.78705, 0.92641], [3.07267, 2.12423, -2.12603], [3.35503, 0.70560, -0.89548], [4.55632, 2.09489, -1.04575], [1.43079, 4.35273, -0.46713], [0.48795, 3.18937, 0.59759], [1.44223, 0.26072, -2.11738], [0.19002, -1.04994, -2.70414], [0.10344, -2.18738, -0.48910], [2.37202, -2.36288, -2.05618], [3.21232, -1.58099, -0.58354], [2.31373, -3.19262, -0.40144], [-0.98406, 4.74524, 0.15652], [-2.78912, 4.87285, -0.14149], [-1.85342, 4.93491, -2.94401], [-0.30502, 7.26912, -2.20046], [0.28362, 6.16520, -0.86267], [0.60820, 5.70269, -2.66154], [-7.91488, 1.40416, 1.02042], [-7.20579, 3.10501, 1.08304], [-8.13132, 2.44715, 3.37773], [-6.26978, 2.80274, 3.38366], [-7.71303, 0.13527, 3.69804], [-5.69567, 1.64680, 5.11440], [-6.48938, -0.01930, 5.54968], [-4.32192, -0.96076, 5.10473], [-2.85539, 0.81714, 3.10971], [-3.60808, 1.85737, 4.46276], [-2.51883, 0.44254, 4.89457], [-3.99253, -0.87253, 2.47332], [8.58016, 0.54671, 3.37629], [9.40057, 2.09065, 2.51502], [9.44850, 3.27620, 3.44658], [7.69969, 4.12388, 3.60613], [8.83804, 2.28198, 1.60126], [10.40965, 1.76672, 2.25428], [10.10365, 4.05229, 3.04734], [9.77042, 3.01943, 4.45566], [-4.71631, -7.22615, -1.71949], [-4.00655, -5.49266, -1.17838], [-3.56136, -4.68588, -2.37226], [-1.85192, -5.32464, -3.06080], [-3.20563, -5.68556, -0.46488], [-4.83203, -4.99554, -0.66594], [-3.38273, -3.64752, -2.08869], [-4.26829, -4.71437, -3.20122], [-2.69711, 1.89999, 7.14605], [-1.02079, 2.74510, 7.66984], [-0.76958, 4.00104, 6.87314], [-0.15633, 3.58374, 5.06984], [-0.23720, 1.99649, 7.55458], [-1.13975, 2.97980, 8.72906], [0.03775, 4.58414, 7.31942], [-1.65295, 4.63115, 6.77073], [-10.50199, 0.56502, 1.93593], [-10.74927, -1.11182, 0.97254], [-9.67704, -2.11180, 1.32799], [-7.99260, -1.69455, 0.43905], [-10.77701, -0.86781, -0.08922], [-11.73074, -1.47444, 1.28335], [-9.94680, -3.10690, 0.96999], [-9.46898, -2.15945, 2.39698], [1.27946, -7.84988, -3.96888], [1.41026, -9.12254, -2.49902], [0.56790, -8.68901, -1.32494], [1.42515, -7.24544, -0.33388], [2.46833, -9.22370, -2.25832], [1.04352, -10.06605, -2.90700], [0.46301, -9.50327, -0.60601], [-0.42220, -8.33363, -1.61170], [4.76004, -4.51751, -8.11169], [5.21829, -5.80156, -6.71928], [4.09169, -5.96158, -5.72926], [4.01038, -4.45082, -4.49986], [6.14725, -5.45959, -6.26482], [5.40101, -6.73911, -7.24738], [4.25823, -6.83396, -5.09527], [3.11157, -6.04215, -6.19900], [10.63759, -3.14484, -8.93030], [8.87504, -2.33133, -8.75493], [8.57833, -1.97107, -7.32061], [8.10470, -3.54876, -6.27879], [8.15710, -3.03188, -9.18122], [8.91364, -1.43443, -9.37559], [7.70483, -1.31951, -7.26106], [9.41642, -1.49446, -6.81244]], "forces_ev_per_a": [[1.46, -0.48, 0.11], [-0.41, 0.83, 0.31], [-0.73, -0.05, 0.31], [-0.14, -0.14, 0.33], [0.25, -0.04, -0.33], [0.45, -0.47, 0.32], [0.87, 1.56, 0.82], [-2.37, -0.84, 1.31], [-2.63, -1.89, 0.31], [-1.88, 0.11, 0.42], [-0.79, -0.08, 1.00], [0.44, -1.33, -0.94], [-0.33, 0.08, -0.40], [-0.22, -0.35, -0.89], [-0.15, 3.55, 0.28], [0.47, 3.56, 0.38], [2.38, 1.16, -0.36], [2.07, -1.59, -0.75], [-0.56, -3.39, -0.69], [-0.90, -1.21, 0.50], [1.04, 0.39, 1.12], [-0.32, 0.97, -0.05], [0.57, -0.93, -0.29], [0.43, 1.62, -0.69], [1.78, -4.81, -0.22], [0.82, 0.84, -2.01], [-1.41, -0.04, 1.47], [-1.70, 0.68, 1.06], [-0.01, -0.29, -2.12], [0.04, 1.68, 1.35], [-0.36, -1.30, -0.67], [1.51, 0.52, 0.33], [-0.04, -0.30, 0.58], [0.39, 0.12, 0.69], [0.49, -1.56, -0.39], [2.24, 4.65, 1.47], [-0.95, 0.39, -1.11], [0.24, -1.65, -0.22], [1.09, 1.05, -0.03], [-1.54, -0.95, -0.66], [1.42, 1.05, -0.40], [-0.33, 0.59, 1.43], [-1.36, 0.05, -1.03], [0.94, -1.49, -0.14], [-1.16, -0.63, 1.18], [0.56, 1.53, -1.19], [0.24, -0.44, 1.47], [0.02, 1.75, -0.63], [-1.87, -0.37, 0.00], [-0.35, -1.78, 0.09], [1.25, -0.29, -1.38], [-1.49, -0.80, 0.30], [0.69, 1.13, 1.15], [1.09, 1.68, -0.22], [-0.13, 0.31, 1.74], [-1.35, -0.68, -0.49], [-0.18, 1.64, -0.66], [-1.10, 0.00, -1.55], [1.51, -0.58, -0.91], [0.37, 0.66, 1.49], [0.47, -1.86, 0.20], [-0.75, -0.18, -1.79], [-1.11, 0.43, 1.04], [1.60, 0.64, 0.67], [0.70, -1.56, 0.31], [1.37, -0.26, -0.32], [-1.33, -1.39, -0.12], [0.55, 0.60, -0.12], [-0.25, -1.56, -0.31], [1.09, 1.06, -1.00], [-0.59, 1.05, -1.31], [-0.83, -0.06, 1.30], [0.48, -1.37, -0.62], [-1.11, 0.61, -1.34], [-0.69, 0.18, 0.89], [0.00, 0.07, -0.08], [0.15, -0.25, 0.08], [-0.04, 0.28, -0.11], [0.15, -0.07, 0.11], [0.04, 0.06, 0.18], [-0.09, 0.09, 0.05], [-0.05, -0.12, 0.00], [-0.06, -0.06, -0.18], [0.10, -0.02, 0.06], [-0.28, 0.01, 0.03], [0.22, 0.21, 0.04], [-0.04, -0.04, -0.02], [-0.05, 0.06, -0.18], [0.10, 0.01, -0.10], [-0.07, -0.13, 0.03], [0.06, -0.08, 0.18], [0.20, 0.16, 0.43], [-0.26, 0.01, 0.26], [0.27, 0.06, -0.10], [-0.10, 0.03, 0.03], [-0.08, 0.17, -0.07], [0.06, 0.05, -0.13], [-0.08, -0.11, 0.00], [0.08, -0.18, 0.05], [-0.05, -0.02, -0.05], [-0.22, -0.05, 0.21], [0.30, -0.15, -0.29], [-0.13, 0.04, 0.14], [0.11, -0.06, 0.16], [0.12, 0.02, -0.02], [-0.09, 0.13, 0.05], [-0.13, 0.07, -0.14], [0.09, 0.00, 0.04], [-0.14, -0.10, -0.22], [0.08, -0.01, 0.26], [-0.10, 0.00, -0.08], [-0.18, 0.07, 0.06], [-0.01, 0.10, 0.09], [0.04, 0.04, -0.13], [0.17, -0.04, -0.06], [0.09, 0.00, 0.07], [-0.10, -0.13, -0.26], [0.08, -0.02, 0.26], [-0.06, -0.03, -0.07], [-0.21, -0.02, -0.02], [-0.07, 0.07, 0.09], [0.00, 0.08, -0.10], [0.19, 0.03, 0.00], [-0.11, -0.04, -0.01], [0.22, 0.13, -0.14], [-0.30, -0.04, 0.06], [0.22, 0.14, 0.07], [0.06, 0.09, 0.17], [-0.03, -0.06, 0.12], [0.08, -0.08, -0.07], [-0.07, -0.12, -0.15]], "de_lowest_kcal_mol": 217.5, "smiles": "CC(C)C[C@H](C)COc1c(C[C@@H](C)Cl)c(F)c2c(c1C[C@H](C)Cl)C(=O)N(OCCNC[C@H](C)O)C2=O.BrCCBr.BrCCBr.BrCCBr.BrCCBr.BrCCBr.BrCCBr.BrCCBr", "e_homo_ha": -0.3017, "homo_lumo_gap_ev": 7.2, "total_energy_ha": -39106.11833}